The following is a quantum chemistry calculation of a structure of composition C31H50BFI2NO24PS, from the Open Molecules 2025 dataset.

Geometry as XYZ:
```
112
Properties=species:S:1:pos:R:3:forces:R:3:lowdin_charge:R:1
C 3.953190 3.111101 6.494216 -0.9 -0.6 -0.9 0.00
B 3.808834 2.997778 4.875260 0.1 2.0 0.8 -0.49
O 3.553033 4.219046 4.185740 0.8 -2.0 0.3 0.09
C 3.907570 1.556602 4.137408 0.7 -0.6 -0.5 -0.18
C 5.130163 1.715412 3.147525 1.3 1.7 2.8 -0.52
F 5.888229 0.555238 3.011366 -1.3 0.7 -0.7 0.09
O 5.992537 2.616280 3.827103 -0.7 -0.9 -1.2 -0.05
C 7.102424 3.011703 3.007729 1.6 1.4 0.4 -0.10
C 8.453631 3.046712 3.879083 0.5 -1.1 -1.5 -0.36
C 9.597313 2.428924 2.968346 -0.5 0.1 -0.4 -0.06
O 8.380528 2.191806 5.026025 -0.2 1.3 -0.2 -0.04
O 4.814769 2.352314 1.913561 -1.2 -3.1 0.1 -0.09
S 3.965598 1.238476 1.007279 1.1 0.3 -8.1 0.85
O 3.350743 2.038792 -0.101990 0.6 -1.0 3.9 -0.29
O 4.836894 0.230724 0.322048 -1.4 1.8 3.4 -0.28
C 2.626516 0.391734 2.047369 -1.3 -0.1 1.6 -0.42
C 2.742242 -1.154883 1.889358 1.3 -0.8 -1.1 -0.27
C 4.053796 -1.824933 2.453788 0.1 -0.9 0.6 -0.32
C 3.816867 -3.370270 2.788759 1.2 1.3 0.9 -0.63
I 2.748971 -4.433573 1.237470 0.4 0.2 0.6 0.80
O 1.434023 0.937861 1.412703 2.0 0.8 0.6 -0.18
N 0.599833 -0.029697 0.948442 -1.5 -1.4 -1.4 0.00
O -0.171114 0.410323 0.182177 0.4 0.1 0.7 0.11
C 2.568166 0.954659 3.551835 0.4 0.3 0.0 -0.67
I 1.960344 -0.610569 5.004346 0.0 0.5 -0.4 1.08
P 1.048159 2.113147 3.687883 -3.6 -1.9 0.7 0.72
O -0.270256 1.312599 3.706362 2.5 1.5 -0.5 -0.52
H 3.920939 2.073803 6.913641 0.4 1.0 0.0 0.06
H 4.847640 3.703927 6.804949 -0.7 -0.6 -0.1 0.08
H 3.004930 3.619268 6.840787 1.1 -0.3 -0.2 0.08
H 4.036270 4.929348 4.638350 -0.6 0.0 0.0 0.10
H 4.297738 0.848713 4.923033 -0.3 0.7 -0.9 0.10
H 6.907773 4.066018 2.656066 0.1 -1.1 0.1 0.15
H 7.319216 2.351380 2.136490 -0.7 0.3 0.7 0.13
H 8.700185 4.112071 4.113914 -0.2 -0.9 0.2 0.14
H 9.808625 3.094717 2.081650 -0.1 -0.5 1.0 0.09
H 9.252449 1.451444 2.519851 0.2 0.9 0.7 0.09
H 10.533996 2.219545 3.537268 -0.8 0.4 -0.4 0.08
H 7.995255 2.745302 5.720945 0.0 -0.5 0.0 0.09
H 2.762498 -1.367523 0.779661 -0.2 0.3 1.1 0.11
H 1.878108 -1.750494 2.279692 0.4 1.2 -0.1 0.07
H 4.394069 -1.378115 3.433396 -0.4 -0.3 -1.0 0.08
H 4.929009 -1.794037 1.764003 -1.0 0.4 0.3 0.10
H 4.849504 -3.804671 2.906082 -1.2 0.1 -0.4 0.05
H 3.345277 -3.455269 3.804942 -0.1 -0.2 -1.3 0.04
H 1.023690 2.769917 4.971822 1.1 -0.1 -0.7 0.06
H 1.069707 3.134849 2.697382 0.6 -0.3 0.4 0.04
C -3.027292 -1.359971 0.569958 0.0 0.2 -0.4 -0.01
C -2.575525 -2.795190 0.788836 -0.2 0.8 -0.3 -0.33
C -3.550383 -3.635896 1.560668 -0.5 -0.3 -0.1 -0.11
O -2.698057 -4.607854 2.168962 0.4 0.2 0.1 0.07
C -1.487440 -4.012295 2.333313 0.3 0.0 0.2 -0.56
O -0.607492 -4.449864 3.008177 -0.1 0.1 -0.1 0.12
O -1.413179 -2.852722 1.631482 0.0 -0.6 0.4 0.07
H -4.069408 -1.211441 0.861816 0.1 -0.1 0.1 0.09
H -2.405381 -0.653042 1.119633 0.0 -0.2 0.1 0.07
H -2.962870 -1.102456 -0.488057 0.0 0.0 0.1 0.08
H -2.315160 -3.261269 -0.163666 -0.1 -0.1 0.1 0.14
H -4.289981 -4.111386 0.919596 0.2 -0.1 0.1 0.12
H -4.064796 -3.084730 2.354800 0.1 0.1 -0.1 0.14
C -6.798617 0.030139 -3.008391 0.0 0.4 -0.3 0.00
C -5.982726 -1.223129 -3.282986 -0.4 0.8 -0.1 -0.31
C -6.806535 -2.459467 -3.498331 -0.3 -0.1 -0.6 -0.09
O -5.911124 -3.494260 -3.084547 0.3 0.1 0.4 0.06
C -5.091962 -2.946116 -2.152338 0.1 0.0 0.1 -0.53
O -4.372298 -3.574670 -1.434574 -0.1 0.1 -0.2 0.15
O -5.196693 -1.594594 -2.139191 0.2 -0.8 0.1 0.08
H -7.865035 -0.131536 -3.179308 0.1 -0.1 0.1 0.09
H -6.657877 0.387950 -1.987583 0.0 -0.2 0.0 0.09
H -6.494789 0.831637 -3.683808 0.0 0.0 0.1 0.08
H -5.294011 -1.053288 -4.115118 -0.1 -0.1 0.0 0.14
H -7.101210 -2.590772 -4.539427 0.1 -0.2 0.1 0.14
H -7.698942 -2.504145 -2.866466 0.1 0.1 0.0 0.14
C -4.210408 -6.442026 -6.069539 0.4 0.0 0.3 -0.01
C -5.556571 -6.410982 -5.361550 0.8 0.0 -0.2 -0.32
C -6.483573 -7.529523 -5.748002 -0.1 -0.5 0.1 -0.11
O -7.767374 -6.954454 -5.514240 0.0 0.3 -0.1 0.07
C -7.629824 -5.614636 -5.695153 -0.3 0.3 0.0 -0.55
O -8.537870 -4.851804 -5.798275 0.2 -0.1 0.1 0.16
O -6.319397 -5.259703 -5.745186 -0.5 -0.2 0.0 0.07
H -4.062014 -7.371077 -6.624530 -0.1 0.1 0.0 0.08
H -4.096717 -5.602619 -6.756469 -0.2 -0.1 0.0 0.09
H -3.400044 -6.383621 -5.340604 0.0 0.1 -0.1 0.08
H -5.415158 -6.367153 -4.277497 -0.1 0.0 -0.1 0.16
H -6.340101 -8.421939 -5.139027 -0.2 0.1 0.0 0.14
H -6.416039 -7.803182 -6.805628 0.1 0.1 0.0 0.14
C -1.029069 -0.160833 -5.939414 0.3 -0.3 0.2 -0.01
C -2.192700 -0.861489 -6.625162 0.7 0.3 0.4 -0.32
C -2.409516 -0.447768 -8.054178 0.2 -0.1 -0.5 -0.10
O -3.805508 -0.685852 -8.232451 -0.1 0.1 0.3 0.07
C -4.382918 -0.532276 -7.012711 -0.4 0.0 0.0 -0.55
O -5.555013 -0.437980 -6.827842 0.2 -0.1 0.1 0.16
O -3.445087 -0.497432 -6.028814 -0.4 -0.1 -0.4 0.07
H -0.424175 0.412158 -6.645524 -0.1 0.0 0.0 0.08
H -1.370164 0.507812 -5.148550 -0.1 0.0 -0.1 0.09
H -0.361948 -0.894982 -5.484600 -0.1 0.1 0.1 0.08
H -2.088218 -1.947237 -6.537264 -0.1 0.0 -0.1 0.16
H -1.821125 -1.039372 -8.755270 -0.2 0.0 0.0 0.14
H -2.216318 0.614544 -8.232034 0.1 0.0 0.2 0.14
C -0.542249 6.601037 2.347948 -0.4 0.2 -0.1 -0.01
C 0.643970 7.498674 2.667849 -0.7 -0.4 -0.2 -0.32
C 1.880445 7.197530 1.867944 0.2 0.1 -0.5 -0.10
O 2.920513 7.643840 2.736827 -0.1 -0.1 0.3 0.07
C 2.450172 7.510239 4.003944 0.1 0.0 0.3 -0.56
O 3.126508 7.573973 4.983567 -0.1 -0.1 -0.2 0.15
O 1.110652 7.287849 4.007176 0.6 0.2 0.0 0.08
H -0.361714 5.985348 1.463857 0.1 0.0 0.1 0.08
H -0.790521 5.947043 3.184637 0.2 0.0 0.0 0.09
H -1.424386 7.205304 2.129629 0.0 -0.1 0.1 0.08
H 0.359533 8.551560 2.579097 0.1 0.0 0.0 0.16
H 1.907482 7.734540 0.919979 0.2 0.0 0.1 0.14
H 2.025343 6.129358 1.678497 -0.2 0.0 0.1 0.14
```
Forces are in eV/Å.

## Properties
Net charge: 0
E_tot: -123303.4840 eV